No. 1
Computed, not measured: a cluster of 2 separate species, C15H32BClNO9S2 in total, with wB97M-V/def2-TZVPD.

Atoms and positions in Å:
C (3.15, -2.54, 0.97)
O (3.50, -1.84, -0.22)
C (3.53, -2.65, -1.37)
C (2.18, -2.76, -2.12)
C (1.04, -1.98, -1.44)
C (-0.15, -1.75, -2.37)
C (-1.53, -1.79, -1.69)
C (-2.03, -0.55, -0.93)
N (-1.46, 0.76, -1.46)
C (-0.14, 1.20, -0.86)
C (0.00, 2.73, -0.91)
C (1.44, 3.17, -1.23)
C (2.05, 4.15, -0.19)
C (3.23, 3.60, 0.60)
S (3.00, 3.13, 2.32)
O (4.07, 3.71, 3.07)
O (2.83, 1.72, 2.37)
Cl (1.27, 3.98, 2.91)
C (0.08, 0.69, 0.58)
O (-0.44, -0.57, 0.84)
C (-1.85, -0.56, 0.55)
B (-2.74, -1.69, 1.27)
C (-2.71, -1.96, 2.79)
O (-3.60, -2.37, 0.50)
H (4.02, -3.01, 1.42)
H (2.38, -3.29, 0.77)
H (2.73, -1.82, 1.67)
H (4.28, -2.21, -2.03)
H (3.88, -3.65, -1.11)
H (1.86, -3.79, -2.23)
H (2.31, -2.34, -3.12)
H (0.72, -2.46, -0.52)
H (1.45, -1.02, -1.13)
H (-0.16, -2.55, -3.11)
H (0.00, -0.83, -2.95)
H (-1.59, -2.65, -1.04)
H (-2.25, -1.97, -2.49)
H (-3.11, -0.50, -1.08)
H (-1.39, 0.74, -2.48)
H (-2.16, 1.47, -1.26)
H (0.64, 0.80, -1.51)
H (-0.32, 3.12, 0.05)
H (-0.68, 3.14, -1.67)
H (2.11, 2.31, -1.28)
H (1.47, 3.64, -2.21)
H (2.44, 5.00, -0.76)
H (1.27, 4.56, 0.44)
H (3.63, 2.69, 0.16)
H (4.03, 4.33, 0.63)
H (1.16, 0.64, 0.72)
H (-0.29, 1.43, 1.30)
H (-2.26, 0.39, 0.94)
H (-2.31, -1.12, 3.35)
H (-2.24, -2.87, 3.14)
H (-3.80, -1.93, 2.69)
H (-4.52, -1.87, 0.59)
O (-4.38, 0.42, 2.75)
S (-5.63, -0.02, 2.06)
O (-5.18, -0.59, 0.69)
O (-6.52, 1.12, 1.80)
O (-6.31, -1.09, 2.81)

For the HOMO energy, the calculation gives -3.2 eV. The net charge is -1. For the frontier orbital gap, the calculation gives 4.532 eV. The energy relative to the best compared isomer or geometry (same formula, charge and spin) comes out at 0.000 eV.

=====

No. 2
Computed, not measured: a cluster of 12 separate species, C24H72O24 in total, with wB97M-V/def2-TZVPD.

Atoms and positions in Å:
O (-3.10, 3.43, 0.00)
C (-2.96, 2.76, 1.18)
C (-4.16, 1.92, 1.50)
O (-4.27, 0.83, 0.52)
H (-2.38, 4.06, -0.08)
H (-2.00, 2.25, 1.05)
H (-2.84, 3.59, 1.88)
H (-5.07, 2.50, 1.66)
H (-4.00, 1.36, 2.42)
H (-3.41, 0.42, 0.44)
O (-0.03, 2.98, 6.23)
C (-0.68, 3.63, 5.17)
C (-1.68, 2.77, 4.44)
O (-1.04, 1.83, 3.65)
H (-0.65, 2.68, 6.90)
H (-1.36, 4.35, 5.62)
H (0.05, 4.00, 4.44)
H (-2.43, 3.32, 3.87)
H (-2.34, 2.31, 5.18)
H (-1.04, 0.96, 4.06)
O (6.57, 0.62, -1.44)
C (5.72, 1.22, -0.46)
C (4.28, 1.14, -0.96)
O (3.92, -0.20, -1.11)
H (7.48, 0.66, -1.15)
H (5.92, 0.64, 0.44)
H (6.13, 2.21, -0.28)
H (4.27, 1.57, -1.96)
H (3.60, 1.65, -0.27)
H (3.29, -0.19, -1.84)
O (1.34, -3.06, -3.57)
C (2.30, -3.98, -4.18)
C (2.07, -4.01, -5.74)
O (2.13, -2.67, -6.21)
H (0.59, -3.58, -3.27)
H (3.24, -3.52, -3.86)
H (2.17, -4.95, -3.70)
H (1.12, -4.51, -5.92)
H (2.90, -4.59, -6.14)
H (1.23, -2.37, -6.04)
O (4.96, 0.29, -4.36)
C (3.79, 0.19, -5.12)
C (2.54, 0.42, -4.23)
O (2.42, -0.62, -3.27)
H (5.10, -0.61, -4.06)
H (3.89, 1.03, -5.80)
H (3.60, -0.69, -5.73)
H (1.64, 0.39, -4.84)
H (2.65, 1.32, -3.62)
H (2.03, -1.37, -3.73)
O (-1.19, 5.59, 0.15)
C (0.26, 5.32, 0.17)
C (0.55, 3.99, -0.58)
O (-0.13, 3.90, -1.86)
H (-1.42, 6.49, 0.41)
H (0.75, 6.14, -0.35)
H (0.63, 5.25, 1.19)
H (0.28, 3.09, -0.02)
H (1.62, 3.92, -0.80)
H (-0.70, 4.66, -1.75)
O (1.78, 2.07, 3.09)
C (2.26, 0.76, 3.04)
C (2.18, 0.24, 4.48)
O (3.06, 0.91, 5.34)
H (0.89, 2.08, 3.45)
H (1.70, 0.14, 2.34)
H (3.28, 0.76, 2.68)
H (2.42, -0.82, 4.42)
H (1.16, 0.39, 4.84)
H (2.87, 1.85, 5.33)
O (-4.20, -2.98, -3.81)
C (-2.89, -3.04, -3.16)
C (-2.22, -4.38, -3.43)
O (-0.95, -4.63, -2.84)
H (-4.23, -2.17, -4.33)
H (-2.31, -2.23, -3.60)
H (-3.01, -2.94, -2.08)
H (-2.10, -4.47, -4.51)
H (-2.89, -5.18, -3.11)
H (-0.58, -5.43, -3.22)
O (0.26, -0.81, -1.42)
C (0.31, -0.28, -0.12)
C (-0.83, -0.80, 0.67)
O (-2.06, -0.47, 0.00)
H (1.15, -0.69, -1.78)
H (1.32, -0.48, 0.23)
H (0.26, 0.80, -0.21)
H (-0.71, -0.55, 1.72)
H (-0.91, -1.89, 0.66)
H (-1.89, -0.62, -0.93)
O (-1.73, 1.03, -5.36)
C (-1.17, 1.05, -4.06)
C (-2.14, 1.50, -2.95)
O (-3.05, 0.50, -2.57)
H (-1.17, 0.63, -6.03)
H (-0.74, 0.06, -3.90)
H (-0.33, 1.75, -4.11)
H (-2.74, 2.38, -3.18)
H (-1.60, 1.65, -2.02)
H (-3.72, 0.89, -2.01)
O (-3.93, -1.21, 6.29)
C (-3.88, -0.67, 4.99)
C (-2.77, -1.28, 4.20)
O (-1.56, -0.78, 4.68)
H (-4.68, -0.99, 6.84)
H (-4.84, -0.94, 4.54)
H (-3.93, 0.41, 4.89)
H (-2.90, -0.96, 3.17)
H (-2.74, -2.37, 4.26)
H (-1.32, -1.23, 5.49)
O (0.36, -2.35, 3.13)
C (0.76, -3.64, 2.70)
C (-0.45, -4.51, 2.44)
O (-1.38, -4.45, 3.47)
H (-0.46, -2.46, 3.63)
H (1.49, -3.57, 1.89)
H (1.31, -3.97, 3.57)
H (-0.12, -5.51, 2.17)
H (-0.94, -4.13, 1.54)
H (-0.91, -4.67, 4.28)

For the HOMO energy, the calculation gives -9.3 eV. The SMILES is OCCO.OCCO.OCCO.OCCO.OCCO.OCCO.OCCO.OCCO.OCCO.OCCO.OCCO.OCCO. For the frontier orbital gap, the calculation gives 9.475 eV. The energy relative to the best compared isomer or geometry (same formula, charge and spin) comes out at 3.308 eV.

=====

No. 3
Computed, not measured: the molecule C22H29N3O6, with wB97M-V/def2-TZVPD.

Atoms and positions in Å:
C (6.39, -0.75, 0.31)
C (5.19, -0.64, 1.25)
N (4.10, 0.14, 0.62)
C (3.12, 0.61, 1.63)
C (2.32, 1.83, 1.16)
C (0.84, 1.64, 0.93)
C (0.18, 0.42, 0.99)
C (-1.20, 0.27, 0.79)
C (-1.78, -1.11, 0.95)
C (-1.13, -2.22, 0.09)
C (-0.60, -1.76, -1.27)
C (-0.50, -2.90, -2.31)
N (-1.26, -2.69, -3.55)
C (-2.00, 1.38, 0.52)
C (-3.50, 1.31, 0.34)
C (-3.95, 0.38, -0.75)
O (-3.31, 0.05, -1.70)
O (-5.28, -0.01, -0.62)
C (-5.53, -1.32, -0.20)
C (-5.56, -1.53, 1.29)
O (-5.76, -2.18, -0.98)
C (-1.34, 2.60, 0.44)
C (0.03, 2.73, 0.64)
C (0.38, 4.17, 0.52)
O (1.38, 4.73, 0.87)
N (-0.77, 4.86, -0.04)
C (-1.88, 3.96, 0.14)
O (-3.03, 4.32, 0.13)
C (3.42, -0.63, -0.38)
C (2.88, 0.15, -1.55)
O (3.28, -1.83, -0.29)
H (6.29, -1.61, -0.35)
H (7.32, -0.81, 0.87)
H (6.43, 0.16, -0.30)
H (5.49, -0.09, 2.14)
H (4.85, -1.63, 1.55)
H (2.47, -0.23, 1.90)
H (3.68, 0.86, 2.52)
H (2.44, 2.63, 1.89)
H (2.77, 2.19, 0.23)
H (0.73, -0.49, 1.19)
H (-2.86, -1.11, 0.80)
H (-1.62, -1.39, 2.00)
H (-1.89, -2.98, -0.08)
H (-0.31, -2.67, 0.66)
H (0.40, -1.33, -1.15)
H (-1.25, -0.98, -1.67)
H (0.54, -3.03, -2.60)
H (-0.83, -3.84, -1.86)
H (-0.72, -2.07, -4.14)
H (-2.12, -2.19, -3.35)
H (-3.85, 2.30, 0.04)
H (-4.01, 1.09, 1.27)
H (-6.57, -1.79, 1.59)
H (-5.21, -0.67, 1.86)
H (-4.92, -2.38, 1.51)
H (-0.57, 5.05, -1.01)
H (3.38, 1.11, -1.62)
H (3.01, -0.43, -2.46)
H (1.81, 0.34, -1.40)

For the HOMO energy, the calculation gives -9.1 eV. The SMILES is CCN(CCc1cc(CCCCN)c(CC(=O)OC(C)=O)c2c1C(=O)NC2=O)C(C)=O. For the frontier orbital gap, the calculation gives 8.478 eV. The energy relative to the best compared isomer or geometry (same formula, charge and spin) comes out at 2.618 eV.

=====

No. 4
Computed, not measured: a cluster of 8 separate species, C37H65N7O12 in total, with wB97M-V/def2-TZVPD.

Atoms and positions in Å:
C (5.28, -1.28, -2.14)
C (4.80, -0.60, -0.90)
O (5.48, -0.49, 0.07)
O (3.54, -0.07, -0.92)
C (2.53, -1.10, -1.00)
C (1.32, -0.76, -0.17)
C (0.63, 0.46, -0.65)
C (-0.47, 0.51, -1.41)
C (-1.33, -0.57, -1.97)
C (-1.94, -1.53, -0.97)
C (-1.84, -1.37, 0.41)
C (-2.43, -2.28, 1.28)
C (-3.15, -3.36, 0.78)
C (-3.30, -3.52, -0.59)
C (-2.69, -2.61, -1.47)
C (-2.89, -2.86, -2.95)
C (-0.75, 1.93, -1.72)
O (-1.64, 2.38, -2.35)
O (0.24, 2.70, -1.16)
C (1.08, 1.84, -0.45)
O (1.99, 2.27, 0.17)
H (5.85, -2.16, -1.87)
H (5.91, -0.58, -2.68)
H (4.45, -1.58, -2.78)
H (2.93, -2.01, -0.57)
H (2.22, -1.32, -2.02)
H (1.68, -0.56, 0.84)
H (0.68, -1.63, -0.20)
H (-2.16, -0.08, -2.48)
H (-0.76, -1.11, -2.72)
H (-1.29, -0.54, 0.82)
H (-2.35, -2.18, 2.35)
H (-3.61, -4.08, 1.44)
H (-3.87, -4.33, -1.00)
H (-3.88, -3.29, -3.03)
H (-2.92, -1.95, -3.52)
H (-2.17, -3.57, -3.35)
C (3.44, 4.45, -1.88)
N (4.22, 3.42, -2.53)
C (5.26, 3.55, -3.39)
C (5.70, 4.95, -3.73)
O (5.82, 2.57, -3.85)
H (3.52, 4.33, -0.80)
H (2.39, 4.35, -2.16)
H (3.78, 5.44, -2.15)
H (3.98, 2.45, -2.33)
H (6.54, 4.89, -4.42)
H (4.89, 5.50, -4.22)
H (6.02, 5.49, -2.84)
C (-9.02, -5.97, -3.23)
N (-7.59, -6.03, -3.03)
C (-6.68, -5.01, -3.07)
C (-7.22, -3.63, -3.36)
O (-5.50, -5.23, -2.87)
H (-9.54, -6.33, -2.34)
H (-9.30, -6.60, -4.07)
H (-9.34, -4.95, -3.44)
H (-7.17, -6.93, -2.83)
H (-6.40, -2.91, -3.36)
H (-7.70, -3.61, -4.33)
H (-7.93, -3.33, -2.59)
C (-7.32, 1.07, -0.74)
N (-6.66, -0.14, -1.21)
C (-5.72, -0.25, -2.17)
C (-5.28, 1.01, -2.87)
O (-5.23, -1.34, -2.45)
H (-7.11, 1.20, 0.32)
H (-8.40, 0.98, -0.88)
H (-6.97, 1.94, -1.27)
H (-6.90, -1.01, -0.78)
H (-4.52, 0.75, -3.61)
H (-6.12, 1.48, -3.39)
H (-4.85, 1.70, -2.16)
C (-0.31, -5.78, -0.11)
N (0.05, -4.64, -0.92)
C (1.18, -4.44, -1.65)
C (2.22, -5.53, -1.64)
O (1.32, -3.41, -2.29)
H (-1.23, -6.23, -0.48)
H (-0.46, -5.47, 0.93)
H (0.48, -6.54, -0.13)
H (-0.61, -3.88, -0.98)
H (3.05, -5.22, -2.27)
H (2.59, -5.70, -0.63)
H (1.81, -6.46, -2.04)
C (-2.07, 4.23, -0.07)
N (-2.89, 3.03, -0.21)
C (-3.37, 2.21, 0.76)
C (-3.03, 2.56, 2.19)
O (-4.04, 1.23, 0.48)
H (-2.59, 5.08, -0.50)
H (-1.13, 4.09, -0.59)
H (-1.87, 4.43, 0.98)
H (-3.13, 2.74, -1.15)
H (-3.48, 1.82, 2.84)
H (-1.95, 2.55, 2.34)
H (-3.42, 3.54, 2.45)
C (4.56, 2.01, 2.19)
N (5.09, 2.64, 3.39)
C (5.74, 3.82, 3.51)
C (5.97, 4.61, 2.23)
O (6.13, 4.23, 4.59)
H (3.48, 1.87, 2.30)
H (5.03, 1.04, 2.05)
H (4.74, 2.62, 1.31)
H (4.97, 2.16, 4.27)
H (6.50, 5.52, 2.49)
H (6.57, 4.03, 1.53)
H (5.02, 4.87, 1.77)
C (5.13, 3.42, 7.53)
N (5.16, 1.99, 7.84)
C (5.63, 1.38, 8.96)
C (6.20, 2.27, 10.04)
O (5.59, 0.17, 9.08)
H (4.09, 3.72, 7.37)
H (5.69, 3.60, 6.62)
H (5.54, 4.00, 8.34)
H (4.80, 1.35, 7.17)
H (6.53, 1.64, 10.86)
H (7.06, 2.84, 9.67)
H (5.45, 2.96, 10.41)

For the HOMO energy, the calculation gives -8.8 eV. The SMILES is CC(=O)OCCC1=C(Cc2ccccc2C)C(=O)OC1=O.CNC(C)=O.CNC(C)=O.CNC(C)=O.CNC(C)=O.CNC(C)=O.CNC(C)=O.CNC(C)=O. For the frontier orbital gap, the calculation gives 7.830 eV.

=====

No. 5
Computed, not measured: the molecule C5H14N2O, with wB97M-V/def2-TZVPD.

Atoms and positions in Å:
C (-0.02, 0.70, -1.70)
C (-0.21, 0.26, -0.26)
C (0.17, -1.18, -0.03)
C (-0.91, -2.17, -0.67)
O (-0.47, -3.51, -0.69)
C (0.70, 1.15, 0.74)
N (0.52, 2.55, 0.43)
N (0.38, 0.76, 2.11)
H (0.91, 0.32, -2.12)
H (0.03, 1.78, -1.79)
H (-0.84, 0.35, -2.32)
H (-1.25, 0.42, 0.04)
H (0.22, -1.39, 1.04)
H (1.15, -1.40, -0.46)
H (-1.84, -2.09, -0.07)
H (-1.16, -1.95, -1.70)
H (-0.17, -3.74, 0.20)
H (1.76, 0.91, 0.58)
H (1.12, 3.14, 1.01)
H (-0.44, 2.83, 0.56)
H (-0.59, 0.96, 2.32)
H (0.96, 1.27, 2.78)

For the HOMO energy, the calculation gives -9.0 eV. The SMILES is C[C@@H](CCO)C(N)N. For the frontier orbital gap, the calculation gives 9.944 eV. The energy relative to the best compared isomer or geometry (same formula, charge and spin) comes out at 1.431 eV.

=====

No. 6
Computed, not measured: the molecule C7H15NO2S, with wB97M-V/def2-TZVPD.

Atoms and positions in Å:
C (1.41, 1.24, 1.57)
C (-0.29, -0.24, 0.45)
C (0.91, -0.72, -0.26)
C (1.28, -2.00, 0.56)
C (0.94, -1.02, -1.71)
C (-1.08, 1.22, -1.27)
C (-2.29, 0.83, 0.94)
N (-1.23, 0.64, 0.04)
O (3.48, 0.00, 0.36)
O (2.24, 1.56, -1.08)
S (2.23, 0.66, 0.06)
H (1.91, 2.20, 1.76)
H (1.60, 0.55, 2.38)
H (-0.51, -0.73, 1.38)
H (2.23, -2.40, 0.15)
H (0.66, -2.76, 0.19)
H (1.29, -1.76, 1.62)
H (1.17, -0.17, -2.28)
H (0.09, -1.58, -2.05)
H (1.78, -1.68, -1.76)
H (-1.19, 0.49, -1.98)
H (-1.82, 1.93, -1.27)
H (-0.06, 1.58, -1.50)
H (-2.45, 1.95, 1.28)
H (-3.30, 0.57, 0.52)
H (-2.15, 0.33, 1.88)

For the HOMO energy (spin up / spin down), the calculation gives -7.4 / -7.4 eV. For the frontier orbital gap (spin up / spin down), the calculation gives 7.201 / 7.200 eV. The energy relative to the best compared isomer or geometry (same formula, charge and spin) comes out at 4.134 eV.

=====

No. 7
Computed, not measured: a cluster of 4 separate species, C25H44ClF4IN2O9PS in total, with wB97M-V/def2-TZVPD.

Atoms and positions in Å:
C (-0.07, 0.92, -3.93)
C (0.22, 0.23, -2.61)
C (-0.31, 0.97, -1.36)
I (-0.42, 3.12, -1.46)
C (0.36, 0.56, -0.08)
C (-0.35, -0.30, 0.78)
C (-1.70, -0.76, 0.27)
O (-1.84, -1.70, -0.41)
O (-2.65, 0.11, 0.65)
F (-3.86, -0.32, 0.11)
C (0.14, -0.71, 2.02)
S (-0.89, -1.82, 3.02)
O (-0.30, -2.12, 4.28)
O (-2.23, -1.33, 3.03)
C (-0.86, -3.44, 2.05)
F (-0.48, -4.37, 2.92)
F (0.04, -3.39, 1.08)
F (-2.05, -3.72, 1.62)
C (1.40, -0.25, 2.43)
C (2.02, -0.62, 3.74)
C (1.51, 0.22, 4.94)
C (0.94, 1.55, 4.49)
N (-0.48, 1.64, 4.30)
O (1.66, 2.50, 4.35)
N (2.07, 0.58, 1.58)
Cl (3.55, 1.21, 2.12)
C (1.63, 0.97, 0.35)
P (2.76, 2.06, -0.70)
O (2.59, 1.87, -2.14)
H (-1.11, 1.24, -3.92)
H (0.57, 1.78, -4.11)
H (0.02, 0.20, -4.73)
H (-0.34, -0.70, -2.62)
H (1.26, -0.04, -2.49)
H (-1.35, 0.71, -1.31)
H (3.09, -0.52, 3.70)
H (1.82, -1.68, 3.88)
H (2.38, 0.50, 5.52)
H (0.81, -0.32, 5.56)
H (-0.73, 1.53, 3.33)
H (-0.71, 2.60, 4.51)
H (4.07, 1.77, -0.32)
H (2.48, 3.35, -0.21)
C (2.27, 6.80, 1.44)
C (3.22, 5.99, 2.30)
O (4.29, 5.39, 1.58)
C (5.17, 6.30, 0.92)
C (5.87, 7.27, 1.85)
H (1.91, 6.19, 0.62)
H (1.42, 7.15, 2.03)
H (2.75, 7.68, 1.01)
H (2.68, 5.15, 2.74)
H (3.60, 6.58, 3.14)
H (4.63, 6.84, 0.13)
H (5.91, 5.67, 0.43)
H (5.17, 7.95, 2.33)
H (6.59, 7.87, 1.30)
H (6.40, 6.73, 2.64)
C (-0.96, 0.90, -10.06)
C (-0.03, 0.29, -9.03)
O (-0.52, 0.34, -7.70)
C (-1.74, -0.34, -7.47)
C (-1.68, -1.83, -7.75)
H (-1.22, 1.92, -9.79)
H (-0.48, 0.91, -11.04)
H (-1.89, 0.34, -10.15)
H (0.91, 0.85, -9.01)
H (0.23, -0.74, -9.30)
H (-2.56, 0.12, -8.03)
H (-1.96, -0.19, -6.41)
H (-1.52, -2.04, -8.81)
H (-2.62, -2.31, -7.47)
H (-0.87, -2.30, -7.20)
C (-4.56, -5.03, 3.30)
C (-3.95, -5.48, 4.62)
O (-4.53, -6.64, 5.16)
C (-4.45, -7.81, 4.36)
C (-3.03, -8.25, 4.05)
H (-5.64, -4.90, 3.40)
H (-4.12, -4.08, 2.98)
H (-4.39, -5.75, 2.50)
H (-4.10, -4.70, 5.37)
H (-2.86, -5.60, 4.52)
H (-5.02, -7.68, 3.43)
H (-4.95, -8.58, 4.93)
H (-2.50, -7.52, 3.43)
H (-3.04, -9.19, 3.52)
H (-2.46, -8.37, 4.98)

For the HOMO energy, the calculation gives -11.2 eV. The net charge is +1. For the frontier orbital gap, the calculation gives 5.517 eV.

=====

What did we get for total energy? Answer: -2604.05232, -2763.10860, -1471.44532, -2735.16850, -383.64811, -878.96711, -3662.03007 a.u., in the order shown.